# C6H21HgO6

A structure of composition C6H21HgO6 (wB97M-V/def2-TZVPD, OMol25).

Geometry (Å):
Hg -0.269 0.771 -0.081
C 0.173 -5.683 -1.581
C -0.353 -4.269 -1.292
O 0.537 -3.350 -0.831
H -0.567 -6.339 -2.039
H 0.838 -6.168 -0.866
H 0.854 -5.537 -2.419
H -1.087 -4.524 -0.527
H -0.927 -3.819 -2.103
C -4.733 -0.601 2.389
C -5.134 -0.106 0.981
O -4.066 0.438 0.271
H -4.028 -1.432 2.354
H -5.638 -1.008 2.840
H -4.514 0.261 3.019
H -5.885 0.662 1.166
H -5.740 -0.841 0.451
C 5.848 3.110 -0.343
C 4.509 2.514 -0.844
O 3.822 1.555 -0.122
H 5.769 3.475 0.680
H 6.268 3.923 -0.935
H 6.643 2.373 -0.227
H 4.567 2.279 -1.907
H 3.862 3.391 -0.828
O 0.079 1.535 -3.498
H -0.261 2.330 -3.908
H 0.032 0.870 -4.185
O 0.220 0.291 3.438
H -0.018 0.474 4.347
H 0.982 -0.285 3.500
O -0.516 4.271 0.794
H -1.343 4.469 1.233
H 0.075 4.971 1.069

**Charge**: -1

---

# C10H8ClF6N3O7S3W

A structure of composition C10H8ClF6N3O7S3W (wB97M-V/def2-TZVPD, OMol25).

Geometry (Å):
W -0.289 0.018 0.774
F 4.560 1.656 2.293
C 3.749 1.452 1.287
F 4.369 1.523 0.134
F 2.730 2.308 1.323
S 3.027 -0.266 1.446
O 1.776 -0.166 0.603
O 3.956 -1.238 1.046
N 2.565 -0.431 2.934
S 1.398 0.307 3.590
O 1.500 1.656 3.982
O 0.127 0.112 2.641
C 0.918 -0.822 5.016
F -0.158 -0.300 5.550
F 1.924 -0.832 5.845
F 0.678 -2.014 4.520
N -3.378 -0.833 -0.883
C -3.464 0.239 -0.129
N -4.236 1.254 -0.455
S -2.632 0.355 1.427
H -3.897 -0.925 -1.746
H -2.854 -1.636 -0.567
H -4.864 1.223 -1.247
H -4.277 2.066 0.143
Cl 1.858 1.442 -6.768
C 1.295 1.758 -5.189
C 1.194 0.707 -4.278
C 0.741 0.955 -3.003
C 0.384 2.258 -2.633
C 0.495 3.309 -3.555
C 0.948 3.058 -4.831
C -0.087 2.657 -1.330
O -0.409 3.654 -0.830
O -0.186 1.419 -0.319
H 1.483 -0.289 -4.580
H 0.689 0.124 -2.305
H 0.229 4.315 -3.259
H 1.041 3.859 -5.551
O -0.522 -1.470 0.029

**Charge**: +2

---

# C4H11N2O

The ion C4H11N2O with charge +1 (wB97M-V/def2-TZVPD, OMol25).

Geometry (Å):
C -1.146 1.205 1.976
C -0.688 0.162 0.951
N -1.740 -0.033 -0.103
C 0.615 0.511 0.274
C 0.980 -0.511 -0.804
N 2.212 -0.453 -1.298
O 0.127 -1.297 -1.235
H -2.209 1.144 2.182
H -0.814 2.209 1.686
H -0.634 0.989 2.920
H -0.571 -0.811 1.406
H -1.832 0.834 -0.639
H -2.617 -0.302 0.321
H -1.400 -0.779 -0.737
H 0.606 1.463 -0.257
H 1.365 0.627 1.022
H 2.944 0.150 -0.952
H 2.414 -1.055 -2.078

**Charge**: +1
**SMILES string**: C[C@@H]([NH3+])CC(N)=O

---

# C2H6O2S2

A cluster of 2 separate species, C2H6O2S2 in total (wB97M-V/def2-TZVPD, OMol25).

Geometry (Å):
O 2.618 -1.979 -1.796
C 2.376 -1.124 -0.992
O 2.416 -1.270 0.331
H 2.094 -0.120 -1.315
H 2.712 -2.172 0.527
C -1.442 0.933 1.420
S -2.028 -0.133 0.081
S -2.915 1.163 -1.194
H -2.241 1.488 1.890
H -0.941 0.277 2.120
H -0.724 1.648 1.024
H -1.926 1.289 -2.096

**SMILES string**: O=CO.CSS

---

# C2H4Br2O

A cluster of 2 separate species, C2H4Br2O in total (wB97M-V/def2-TZVPD, OMol25).

Geometry (Å):
C -1.421 -0.547 -0.891
C 1.340 -0.049 0.510
O 1.144 0.469 1.628
Br -1.443 1.259 -0.011
Br 3.046 0.297 -0.220
H -1.960 -0.353 -1.835
H -2.168 -1.053 -0.336
H -0.487 -0.744 -1.031
H 1.950 0.722 2.187

---

# C5H16N2O

A cluster of 2 separate species, C5H16N2O in total (wB97M-V/def2-TZVPD, OMol25).

Geometry (Å):
C 1.210 -1.113 -0.160
C 2.614 -1.565 -0.497
N 0.433 -0.582 -1.171
N 1.334 0.069 1.010
O 0.544 -2.119 0.548
H -0.385 -2.067 0.286
H -0.289 0.187 -0.617
H 0.980 -0.140 -1.899
H 2.092 0.717 0.821
H 1.448 -0.338 1.932
H 2.551 -2.368 -1.230
H 3.199 -0.747 -0.918
H 3.113 -1.949 0.394
C -1.191 1.119 0.350
C -2.291 0.126 0.729
C -1.635 2.034 -0.795
H -1.016 1.769 1.224
H 0.286 0.592 0.840
H -2.015 -0.467 1.608
H -0.883 2.799 -1.013
H -3.255 0.604 0.955
H -2.474 -0.576 -0.095
H -2.578 2.557 -0.587
H -1.793 1.458 -1.714

---

Across the entries above, relative energy (zero: lowest compared OMol25 entry of this formula, charge and spin) takes the values 623.6 89.4 4.9 14.3 321.3 277.5 kJ/mol, respectively.
Across the entries above, LUMO level takes the values -1.60 -9.05 -3.07 0.57 0.35 0.66 eV, respectively.
Across the entries above, highest occupied orbital energy takes the values -3.82 -14.97 -14.62 -9.13 -9.03 -6.95 eV, respectively.